No. 1
Formula: C30H61F3N7O14S
Source: the OMol25 dataset
Level of theory: ωB97M-V/def2-TZVPD

Charge: -1
Spin multiplicity: 1
E_HOMO: -6.039 eV
Kohn-Sham gap: 0.2870 Eh
DFT total energy: -3314.1843 hartree

CARTESIAN COORDINATES (ANGSTROEM)
H (3.619, -9.346, 3.339)
H (1.317, -2.901, -4.448)
H (-2.224, -7.276, -0.770)
H (-7.225, -0.711, 4.657)
N (2.694, 10.160, -0.896)
C (-7.899, 2.137, -8.790)
H (2.968, 7.016, -6.873)
H (1.911, -4.499, 2.932)
H (-5.613, -0.599, 3.902)
C (-6.424, -3.616, 4.750)
H (1.283, 7.735, -0.662)
H (7.311, -0.159, -0.993)
H (5.399, 1.222, 2.521)
O (0.110, -0.542, 0.273)
C (-7.228, 1.031, -7.913)
H (2.660, -3.647, -5.211)
H (-7.260, -2.443, 3.063)
H (1.357, -4.572, 4.539)
H (4.505, -5.005, -1.174)
N (2.016, 5.808, -5.334)
C (1.568, 8.231, 0.266)
C (2.954, 6.936, -5.786)
H (1.168, 2.603, 7.212)
F (-3.633, -0.245, -0.318)
C (1.605, -5.215, 3.695)
H (1.052, 4.179, -3.701)
C (-2.746, -7.896, -1.498)
H (2.533, 7.916, -5.563)
C (-2.361, -0.627, -0.553)
H (-0.585, 6.397, 9.642)
H (2.892, -2.128, -4.672)
H (-0.587, 3.544, 9.424)
C (0.549, 4.975, 8.416)
H (-0.724, -8.174, -2.184)
H (3.923, 6.871, -5.291)
H (0.405, 1.697, 8.627)
S (-1.093, 0.191, 0.606)
C (1.482, 3.650, -4.552)
H (-8.365, 2.864, -8.126)
C (5.086, 1.861, 1.695)
H (-8.285, 1.578, -6.322)
N (-7.473, 1.028, -6.564)
H (1.946, 2.709, -4.256)
C (4.964, -4.107, -1.586)
C (4.164, -4.057, -2.909)
N (2.437, -6.357, 4.080)
H (-8.010, -0.694, -5.720)
H (-5.984, -4.536, 4.366)
O (-0.995, 1.608, 0.256)
H (2.562, 12.252, -0.545)
C (0.425, 5.995, 9.567)
N (3.061, -3.384, -3.039)
H (-0.516, 2.232, 7.258)
O (-5.891, -2.954, 5.883)
C (-6.370, -2.559, 3.681)
H (1.021, 6.863, 9.282)
H (5.991, -4.352, -1.856)
H (-6.867, 0.259, -4.782)
C (3.185, 11.527, -1.068)
H (-3.425, -7.152, -1.912)
H (3.100, 9.310, -1.260)
O (7.645, 2.428, 0.456)
H (3.298, -6.090, 4.535)
H (4.004, 1.990, 1.699)
H (-1.466, -10.864, -2.169)
H (5.477, 2.864, 1.868)
H (8.173, 1.156, -1.716)
H (-0.707, -9.869, -0.941)
C (2.527, 4.626, -4.987)
F (-2.308, -1.914, -0.333)
C (-1.607, -9.980, -1.546)
O (-2.697, -10.065, -0.660)
C (7.204, 0.881, -1.300)
H (-2.033, -8.818, -3.240)
N (5.727, 1.174, 0.532)
C (-7.115, -0.076, -5.789)
C (-6.298, -1.246, 4.450)
O (-4.513, -8.930, -0.096)
H (0.594, -5.394, 3.328)
O (1.025, 5.432, 7.362)
C (2.393, -3.041, -4.345)
H (-6.152, -0.459, -6.128)
H (4.158, 11.460, -0.581)
H (-8.632, 1.656, -9.438)
C (-1.690, -8.678, -2.215)
H (2.532, 7.817, 0.564)
H (1.024, 5.965, -5.225)
O (4.694, -4.592, -3.864)
H (2.675, -2.923, -2.228)
H (0.777, 7.952, 0.962)
O (0.962, 10.687, 0.469)
C (6.912, 1.559, 0.021)
C (3.270, -8.700, 4.144)
H (5.189, 0.508, -0.004)
H (5.044, -3.167, -1.041)
H (-7.159, 2.534, -9.485)
H (-5.447, -2.561, 3.101)
O (3.746, 4.410, -5.013)
C (-3.448, -8.974, -0.647)
H (3.280, 11.931, -2.076)
O (-6.614, 0.123, -8.508)
F (-1.948, -0.252, -1.751)
H (-7.505, -3.713, 4.852)
H (4.021, -8.117, 4.678)
H (0.626, 3.551, -5.219)
H (0.892, 5.602, 10.470)
O (1.561, -7.801, 2.667)
H (6.374, 0.973, -2.001)
O (-1.650, -0.044, 1.929)
N (0.146, 3.655, 8.737)
C (2.322, -7.599, 3.601)
C (-5.830, -1.685, 5.782)
C (1.684, 9.807, -0.042)
H (2.614, -9.189, 4.865)
C (0.325, 2.503, 7.897)
O (-5.514, -1.134, 6.814)

---

No. 2
Formula: C30H62BrClFIO16P4S
Source: the OMol25 dataset
Level of theory: ωB97M-V/def2-TZVPD

Charge: 0
Spin multiplicity: 1
E_HOMO: -8.599 eV
Kohn-Sham gap: 0.2857 Eh
DFT total energy: -7579.4460 hartree

CARTESIAN COORDINATES (ANGSTROEM)
O (5.160, -2.702, 2.583)
H (-3.476, -3.619, -5.121)
H (6.062, -2.231, 0.089)
O (1.447, 1.087, -4.699)
H (3.991, 0.085, 1.272)
Cl (6.312, -0.041, -2.792)
I (-1.675, -0.717, 0.015)
C (-1.753, -0.924, -3.784)
F (1.760, 2.906, -2.514)
H (-2.384, 1.746, 6.249)
P (-0.927, 1.215, -1.374)
O (5.490, 2.707, -1.637)
H (9.434, -6.524, 2.650)
H (-3.245, 1.669, -2.785)
C (-3.083, 2.474, -3.515)
H (-4.094, 2.684, 7.836)
C (5.164, -4.593, 4.477)
H (1.592, 2.833, -0.221)
H (-4.308, 4.009, -4.578)
C (-8.020, 1.746, -1.727)
C (2.236, 1.973, -0.480)
H (1.006, 0.500, 0.559)
Br (0.953, -1.143, -1.750)
C (-0.535, 2.185, -4.188)
C (0.710, 0.776, -2.303)
C (-2.739, 4.282, 2.563)
H (-1.555, -1.718, -3.042)
H (9.880, -4.323, 3.540)
H (-0.621, 3.242, -0.524)
O (8.195, -3.376, 2.970)
C (-7.356, 1.952, -3.112)
H (-2.065, 4.678, 1.801)
H (-5.946, -0.995, 4.611)
O (6.258, -4.556, 3.562)
H (8.979, -3.185, -0.071)
C (-2.567, -1.617, -4.942)
H (2.634, -1.048, 1.333)
H (-3.205, 0.533, 7.191)
O (-3.103, 2.482, 4.127)
O (-4.853, -2.205, -4.490)
O (6.719, -3.888, 1.154)
C (-6.782, -0.300, 4.733)
H (-6.787, 0.016, 5.776)
O (3.517, 0.407, -5.789)
H (0.212, -1.327, -4.461)
H (-8.732, 0.917, -1.826)
H (-5.266, -2.468, -3.657)
O (-3.728, 0.517, 5.245)
C (8.212, -2.410, -0.084)
H (-6.558, 0.570, 2.763)
P (-4.006, 1.158, 3.739)
O (-7.359, 1.052, -3.877)
C (-2.029, 2.110, -4.623)
C (4.019, -5.389, 3.885)
C (-3.513, -2.741, -4.448)
H (3.730, -5.003, 2.906)
C (-2.164, 3.035, 3.204)
O (3.334, -0.092, -3.381)
H (-2.372, -0.146, -3.316)
H (-2.329, 1.216, -5.195)
C (-6.635, 0.893, 3.806)
H (-2.191, 2.934, -5.353)
C (3.082, -0.229, 0.732)
H (-0.478, 2.924, -3.362)
H (5.518, -5.085, 5.386)
O (-6.788, 3.164, -3.420)
H (-7.706, -0.841, 4.522)
H (-5.368, 1.794, 6.979)
H (7.788, -6.087, 2.199)
H (-5.308, 2.399, -2.170)
H (4.849, -3.589, 4.759)
C (2.006, 1.588, -1.969)
H (-8.528, 2.678, -1.430)
C (-0.413, -0.423, -4.413)
H (-5.314, 4.180, -2.414)
H (-3.708, 4.082, 2.102)
C (-3.354, 1.272, 6.400)
H (6.196, 2.630, -0.973)
H (9.142, -5.337, 1.364)
H (3.146, -5.367, 4.540)
P (6.573, -3.218, 2.650)
H (-4.503, 3.096, 6.174)
H (-0.658, -0.190, -5.470)
C (3.306, 1.195, -2.753)
H (6.614, -3.613, -0.858)
C (-4.405, 3.022, -4.093)
H (-2.612, 3.311, -2.949)
H (-1.791, -2.026, -5.625)
O (-0.749, 2.347, -0.168)
H (-7.516, 1.532, 3.888)
O (-5.509, 1.695, 4.156)
C (8.796, -5.696, 2.333)
C (8.835, -4.592, 3.367)
S (2.549, -0.091, -4.841)
O (-4.038, 1.388, 2.254)
H (3.530, 1.926, -3.562)
H (8.308, -1.833, -1.005)
H (-1.865, 2.303, 2.454)
H (-4.891, 2.304, -4.779)
H (-7.230, 1.451, -1.016)
H (-0.027, 2.734, -5.003)
C (-4.391, 2.266, 6.872)
P (4.912, 1.137, -1.733)
C (-5.417, 3.206, -2.918)
H (-2.906, 5.054, 3.317)
H (-3.140, -0.888, -5.539)
H (4.317, -6.428, 3.735)
C (0.254, 0.853, -3.855)
C (2.026, 0.906, 0.633)
H (-3.220, -3.018, -3.420)
H (3.322, -0.681, -0.242)
H (3.230, 2.434, -0.299)
H (8.415, -1.743, 0.759)
H (-1.267, 3.297, 3.771)
H (2.062, 1.445, 1.602)
H (8.451, -4.930, 4.329)
C (6.824, -3.014, 0.029)

---

No. 3
Formula: C30H62F3N4O9S
Source: the OMol25 dataset
Level of theory: ωB97M-V/def2-TZVPD

Charge: +1
Spin multiplicity: 1
E_HOMO: -10.137 eV
Kohn-Sham gap: 0.2583 Eh
DFT total energy: -2773.8322 hartree

CARTESIAN COORDINATES (ANGSTROEM)
O (-4.115, 5.719, -4.663)
H (-3.188, -1.127, 1.755)
H (-0.955, -1.308, 0.131)
H (-4.248, -3.737, 7.906)
H (-0.597, -5.353, 4.407)
O (2.068, 4.125, -6.729)
C (-1.320, -2.328, 0.311)
C (-2.238, -1.366, 2.248)
H (-3.646, -4.021, 5.476)
O (-0.254, 3.278, -6.930)
H (-2.006, 4.383, -5.760)
H (-2.577, -2.988, 6.460)
H (-4.123, -0.219, -2.437)
N (0.402, 2.335, -3.706)
H (-2.403, -0.426, -2.774)
C (-1.854, 2.409, -2.561)
H (4.838, 6.063, -2.380)
C (-0.988, 2.908, -3.723)
O (-1.801, -4.826, 5.949)
C (3.101, 2.358, -2.859)
S (0.688, 4.188, -6.404)
C (4.715, 4.470, -3.784)
C (4.849, 0.523, -3.071)
O (-1.631, -2.503, 1.678)
H (-1.865, 6.625, -0.480)
H (5.593, -0.224, -1.195)
C (5.151, 5.020, -2.433)
H (-2.278, -5.021, 3.939)
H (-1.400, 7.061, -3.435)
H (6.951, 4.933, -1.216)
H (3.949, -0.722, -1.534)
H (2.234, -5.125, 1.193)
C (1.410, -3.182, 1.595)
H (-1.174, -3.679, 4.329)
H (-0.535, -4.324, 0.197)
H (3.888, 2.791, -2.253)
N (3.265, 4.566, -4.034)
H (-4.559, -7.564, 6.789)
H (-1.780, -8.207, 10.542)
H (-2.689, -6.723, 10.924)
H (3.113, 4.679, -5.028)
C (-3.787, -6.910, 7.200)
C (6.668, 4.919, -2.266)
C (-1.082, 6.611, -2.497)
H (-2.429, -1.590, 3.295)
H (-2.962, -6.861, 6.485)
C (-1.881, -7.140, 10.312)
H (0.669, -2.740, 2.265)
H (-0.261, -3.317, -1.232)
C (-3.234, 5.057, -4.187)
H (1.168, -7.104, 2.784)
H (0.864, -6.980, 1.032)
H (-2.230, -2.479, -0.288)
H (3.870, 1.564, -4.705)
H (5.108, 3.466, -3.961)
C (4.647, 0.111, -1.617)
H (7.174, 5.744, -2.764)
H (2.201, -4.659, 2.912)
H (-3.414, 4.471, -3.270)
H (-0.498, -7.099, 2.168)
C (0.499, -6.687, 2.023)
O (-4.418, -5.650, 7.350)
H (-1.443, 2.510, -4.632)
H (2.840, 0.440, -3.799)
N (2.501, 3.422, -3.668)
C (-3.320, -7.526, 8.499)
H (2.346, 2.015, -2.153)
F (-0.385, 4.516, -1.600)
C (-3.104, 1.611, -2.987)
H (0.717, 5.530, -2.880)
H (-0.347, 7.295, -2.075)
C (-3.580, -4.525, 7.552)
H (0.589, 1.812, -2.858)
H (2.353, -2.649, 1.728)
H (-1.260, 1.768, -1.907)
H (5.062, -0.378, -3.647)
H (-0.950, -6.636, 10.566)
C (-0.271, -3.319, -0.139)
C (-1.450, -4.709, 4.587)
C (-0.750, 4.432, -4.002)
C (3.629, 1.188, -3.711)
H (-2.961, 7.307, -1.668)
H (-2.834, -4.716, 8.328)
H (-4.105, -7.404, 9.256)
O (-2.116, -6.926, 8.940)
H (4.654, 4.504, -1.610)
F (-2.862, 0.370, -0.980)
C (1.639, -4.628, 1.969)
H (5.725, 1.167, -3.176)
H (7.051, 3.990, -2.692)
C (-2.240, 6.512, -1.494)
H (-2.156, 3.228, -1.923)
O (1.054, -2.974, 0.235)
H (4.298, 0.922, -0.975)
H (-2.759, 5.557, -1.523)
H (-1.579, -0.492, 2.184)
O (0.396, -5.284, 2.135)
H (5.156, 5.105, -4.554)
H (-4.014, 2.156, -2.736)
H (-3.129, 1.441, -4.066)
C (-1.875, 4.985, -4.860)
F (0.184, 5.612, -6.736)
C (-0.341, 5.301, -2.748)
C (1.259, 3.327, -4.019)
H (-1.662, 5.998, -5.195)
C (-3.143, 0.244, -2.331)
N (0.590, 4.338, -4.754)
C (-2.912, -4.023, 6.293)
H (-3.155, -8.601, 8.340)

---

No. 4
Formula: C30H62N8O11RbV
Source: the OMol25 dataset
Level of theory: ωB97M-V/def2-TZVPD

Charge: +1
Spin multiplicity: 2
E_HOMO (spin up / spin down): -10.838 / -10.838 eV
Kohn-Sham gap (spin up / spin down): 0.2454 / 0.2618 Eh
DFT total energy: -3413.9085 hartree

CARTESIAN COORDINATES (ANGSTROEM)
C (-3.198, -2.640, 4.759)
O (3.060, -0.177, 0.241)
N (4.393, 1.416, -0.805)
H (0.912, 1.870, -4.954)
H (-2.778, -0.086, 4.302)
H (-1.095, 3.141, -4.858)
N (1.179, -4.210, 1.458)
H (2.463, 5.368, 2.086)
H (1.876, -5.320, -2.515)
O (1.667, -0.565, 3.868)
H (1.994, -2.804, -5.174)
C (0.236, 1.379, -2.987)
C (1.348, -2.903, 1.131)
H (-2.922, 0.448, -2.564)
H (-1.539, -3.583, 2.970)
C (2.644, 4.322, 1.838)
H (-0.091, -2.527, 4.760)
C (-2.284, -2.928, 2.518)
H (2.308, -1.729, -1.687)
H (-1.003, -1.643, -2.011)
H (-1.558, 5.353, 4.578)
H (2.442, -5.751, 1.269)
H (1.506, -3.107, 4.190)
H (1.674, 2.745, -3.603)
C (2.213, -1.962, -2.759)
H (-3.607, -3.427, -4.009)
O (-4.714, 3.069, 0.399)
H (3.050, -4.299, -1.727)
H (3.407, 2.474, -2.151)
H (-0.170, 4.353, -2.290)
H (-1.611, 4.886, -3.160)
C (0.116, -4.999, 0.835)
H (-0.702, -4.353, 0.514)
C (-1.902, 3.908, 3.005)
O (1.905, -0.518, 5.966)
H (-2.547, -3.408, 5.177)
N (-1.722, -2.501, -3.837)
H (2.975, -4.198, -4.728)
O (0.572, -2.270, 0.445)
O (2.329, -1.017, -3.531)
H (-3.471, -1.900, 5.512)
H (1.248, -4.102, -1.466)
C (3.633, 1.417, -2.016)
H (5.801, 2.619, 0.317)
H (-4.560, -0.083, -2.163)
Rb (0.218, 0.526, 0.765)
C (-3.670, 0.410, -1.772)
H (-0.270, 5.246, 3.505)
H (-0.265, -1.074, -3.910)
H (-1.569, 7.317, 3.142)
H (0.569, -5.440, -0.052)
C (-4.708, 2.634, -2.328)
H (-0.257, -5.783, 1.495)
C (2.175, -5.074, 2.080)
H (1.741, -5.630, 2.912)
H (-5.536, 2.248, -2.922)
C (-2.625, -3.493, -4.479)
H (-2.877, 6.441, 2.512)
H (-1.916, -2.583, 1.552)
H (-3.956, 1.189, 0.704)
C (2.383, 3.482, 3.053)
C (-0.968, -1.649, -4.532)
N (-1.085, 3.215, 0.619)
O (1.879, 2.371, 2.882)
H (-1.461, 3.111, 3.605)
H (-1.640, 3.344, -2.373)
H (1.192, -4.264, -4.678)
C (0.741, 2.322, -3.977)
C (-1.793, 6.394, 2.608)
C (2.068, -3.645, -4.485)
H (-4.089, -3.262, 4.674)
H (3.129, -4.665, 2.412)
C (0.979, -2.550, 4.965)
N (-4.184, 1.709, -1.257)
H (5.420, 3.270, -1.243)
H (-2.556, -2.504, -1.934)
C (2.054, -4.301, -2.172)
H (0.327, 4.314, -4.632)
H (3.698, 4.344, 1.562)
N (2.113, -3.206, -3.120)
C (-4.294, 1.988, 0.026)
C (5.565, 2.332, -0.708)
H (-3.260, -0.234, -0.994)
C (1.581, -1.172, 4.929)
H (4.765, 0.785, 1.039)
H (-3.877, 2.758, -3.023)
C (-1.360, 5.228, 3.514)
C (4.013, 0.646, 0.247)
O (3.702, 1.107, 4.754)
H (-2.990, 3.841, 3.022)
O (-2.199, 0.011, 2.377)
H (4.104, 1.224, -2.980)
H (-5.019, 3.656, -2.112)
C (-0.990, 4.021, -2.927)
H (-3.164, -3.493, 2.211)
H (-1.269, 6.437, 1.653)
C (-1.505, 3.529, 1.684)
C (-2.498, -0.626, 3.385)
N (-2.650, -1.952, 3.521)
H (1.195, -2.975, 5.945)
H (6.428, 1.733, -1.000)
V (2.127, 1.441, 4.963)
H (-2.079, -4.435, -4.442)
C (-1.558, -2.508, -2.373)
H (2.324, -2.556, 1.503)
O (-0.998, -1.548, -5.751)
H (2.656, 0.934, -2.029)
H (-1.134, -3.423, -1.958)
H (2.029, 3.986, 1.003)
O (2.891, 3.782, 4.165)
N (-0.222, 0.685, -2.209)
H (-2.778, -3.224, -5.524)
C (-0.275, 3.497, -4.234)